(1)
The molecule C5H9NO. Source: OMol25; level of theory: ωB97M-V/def2-TZVPD.

Atoms and positions in Å:
C: 0.646 1.472 0.517
C: -0.303 0.558 -0.241
O: -1.350 1.334 -0.795
C: 0.351 -0.386 -1.276
N: -0.157 -1.617 -0.597
C: 0.311 -1.605 0.791
C: -0.806 -0.731 0.422
H: 1.556 0.950 0.828
H: 0.171 1.904 1.402
H: 0.946 2.288 -0.149
H: -2.175 1.069 -0.372
H: 1.441 -0.339 -1.396
H: -0.142 -0.282 -2.245
H: 1.267 -1.170 1.073
H: 0.081 -2.536 1.298
H: -1.836 -0.910 0.742

As for the SMILES: C[C@@]1(O)CN2C[C@H]21. The maximum force comes out at 0.4 eV Å⁻¹. The value obtained for the energy relative to the best compared isomer or geometry (same formula, charge and spin) is 66.3 kcal/mol. The LUMO energy comes out at 0.9 eV. Its spin multiplicity is 1. The value obtained for the gap between HOMO and LUMO is 10.10 eV. Its charge is 0.

=====

(2)
A 10-piece molecular cluster, C31H53BrI2NO40S10 overall in a non-equilibrium geometry. Source: OMol25; level of theory: ωB97M-V/def2-TZVPD.

Atoms and positions in Å:
C: 1.445 2.204 0.909
C: 1.608 3.492 -0.066
I: 2.304 5.149 1.186
C: 0.198 3.989 -0.768
I: -0.435 5.817 0.237
C: -0.836 2.758 -0.653
C: -2.090 2.807 0.308
C: -3.035 1.533 0.325
C: -4.373 1.549 1.269
O: -4.235 1.162 2.472
O: -5.582 1.952 0.620
C: -6.519 2.619 1.516
S: -8.089 1.597 1.528
O: -8.355 1.178 2.956
O: -9.222 2.338 0.852
C: -2.699 0.234 -0.566
C: -3.655 -1.061 -0.487
C: -2.791 -2.325 0.121
C: -1.553 -1.870 1.053
Br: -0.811 -3.412 2.126
C: -1.410 0.349 -1.474
N: -0.589 1.562 -1.482
H: 0.665 2.344 1.753
H: 2.473 2.072 1.450
H: 1.260 1.204 0.335
H: 2.336 3.195 -0.909
H: 0.324 4.238 -1.898
H: -2.394 3.687 0.982
H: -6.111 2.881 2.557
H: -6.782 3.641 1.010
H: -7.863 0.407 0.792
H: -4.074 -1.302 -1.539
H: -4.566 -0.941 0.217
H: -2.341 -2.866 -0.803
H: -3.448 -3.039 0.763
H: -1.824 -1.017 1.806
H: -0.641 -1.467 0.445
H: -1.143 -0.558 -2.151
H: 0.246 1.594 -2.098
C: 1.720 9.786 -0.676
C: 3.084 9.605 -0.023
O: 3.706 8.547 -0.751
S: 3.203 8.600 -2.295
O: 4.194 9.294 -3.068
O: 2.703 7.303 -2.653
O: 1.942 9.599 -2.074
H: 1.016 9.020 -0.338
H: 1.299 10.775 -0.486
H: 3.008 9.352 1.036
H: 3.699 10.503 -0.139
C: -2.951 2.902 5.555
C: -2.027 2.257 6.578
O: -0.827 1.965 5.863
S: -0.608 3.092 4.714
O: 0.304 4.078 5.220
O: -0.417 2.429 3.453
O: -2.105 3.722 4.746
H: -3.413 2.150 4.909
H: -3.730 3.505 6.025
H: -2.451 1.347 7.006
H: -1.780 2.955 7.383
C: 4.231 -4.937 4.368
C: 2.789 -5.410 4.479
O: 2.050 -4.559 3.603
S: 2.997 -4.140 2.350
O: 2.697 -5.012 1.248
O: 2.993 -2.711 2.235
O: 4.415 -4.604 2.991
H: 4.397 -4.033 4.962
H: 4.942 -5.707 4.672
H: 2.405 -5.340 5.498
H: 2.682 -6.438 4.121
C: 1.593 -7.035 -1.032
C: 0.660 -7.363 0.125
O: -0.238 -8.345 -0.390
S: 0.542 -9.252 -1.491
O: 0.990 -10.454 -0.846
O: -0.229 -9.256 -2.705
O: 1.826 -8.278 -1.696
H: 1.116 -6.353 -1.742
H: 2.535 -6.603 -0.692
H: 0.114 -6.489 0.480
H: 1.209 -7.812 0.959
C: 2.593 2.575 -6.493
C: 2.366 1.072 -6.574
O: 2.096 0.665 -5.232
S: 1.335 1.871 -4.457
O: -0.078 1.604 -4.488
O: 2.046 2.151 -3.240
O: 1.651 3.047 -5.527
H: 3.598 2.803 -6.129
H: 2.434 3.069 -7.454
H: 3.231 0.541 -6.972
H: 1.486 0.838 -7.181
C: -2.309 -12.014 -3.882
C: -1.241 -11.837 -4.952
O: -1.184 -13.091 -5.632
S: -2.665 -13.762 -5.627
O: -3.298 -13.466 -6.882
O: -2.558 -15.093 -5.104
O: -3.328 -12.809 -4.488
H: -1.917 -12.563 -3.020
H: -2.719 -11.060 -3.547
H: -0.268 -11.583 -4.531
H: -1.534 -11.073 -5.678
C: 6.342 5.256 -2.440
C: 5.412 4.919 -1.283
O: 4.514 3.938 -1.802
S: 5.295 3.039 -2.909
O: 5.747 1.834 -2.273
O: 4.524 3.039 -4.121
O: 6.576 4.016 -3.112
H: 5.862 5.941 -3.146
H: 7.283 5.689 -2.099
H: 4.863 5.790 -0.923
H: 5.961 4.467 -0.454
C: -11.677 -2.887 2.052
C: -12.428 -1.784 2.788
O: -11.498 -1.275 3.744
S: -9.995 -1.391 3.135
O: -9.634 -0.113 2.575
O: -9.173 -2.083 4.086
O: -10.341 -2.406 1.911
H: -11.648 -3.806 2.644
H: -12.111 -3.099 1.074
H: -13.327 -2.152 3.283
H: -12.695 -0.968 2.109
C: 9.328 4.771 2.587
C: 9.528 3.645 1.582
O: 8.713 3.997 0.464
S: 8.662 5.616 0.336
O: 9.631 6.021 -0.643
O: 7.286 6.023 0.284
O: 9.251 5.965 1.808
H: 8.384 4.655 3.127
H: 10.150 4.835 3.303
H: 9.236 2.673 1.982
H: 10.567 3.600 1.241

The maximum force comes out at 8.7 eV Å⁻¹. The value obtained for the energy relative to the best compared isomer or geometry (same formula, charge and spin) is 226.0 kcal/mol. The LUMO energy comes out at -4.3 eV. Its spin multiplicity is 1. The value obtained for the gap between HOMO and LUMO is 5.86 eV. Its charge is +1.

=====

(3)
A 3-piece molecular cluster, CCl2N2O overall in a non-equilibrium geometry. Source: OMol25; level of theory: ωB97M-V/def2-TZVPD.

Atoms and positions in Å:
C: 1.669 -0.433 2.038
N: 1.888 0.950 -1.246
N: 0.871 1.309 -1.050
O: 1.753 -1.289 2.773
Cl: -2.686 -1.179 -1.002
Cl: -3.495 0.641 -1.513

The maximum force comes out at 4.3 eV Å⁻¹. Its expectation value of S² is 2.01. The LUMO energy (spin up / spin down) comes out at 1.1 / -4.2 eV. Its spin multiplicity is 3. The value obtained for the gap between HOMO and LUMO (spin up / spin down) is 9.55 / 6.68 eV. Its charge is 0.

=====

(4)
A 2-piece molecular cluster, C3H8OS overall in a non-equilibrium geometry. Source: OMol25; level of theory: ωB97M-V/def2-TZVPD.

Atoms and positions in Å:
C: 2.197 0.567 1.503
C: 1.459 1.401 0.499
O: 1.187 0.992 -0.606
H: 2.068 -0.478 1.250
H: 1.700 0.675 2.471
H: 3.189 1.010 1.568
H: 1.186 2.460 0.652
C: -2.636 -1.467 -1.036
S: -1.436 -0.424 -1.938
H: -3.429 -1.765 -1.716
H: -2.214 -2.239 -0.403
H: -3.118 -0.687 -0.458
H: -0.152 -0.046 -1.785

As for the SMILES: CC=O.CS. The maximum force comes out at 3.7 eV Å⁻¹. The value obtained for the energy relative to the best compared isomer or geometry (same formula, charge and spin) is 44.0 kcal/mol. The LUMO energy comes out at 0.8 eV. Its spin multiplicity is 1. The value obtained for the gap between HOMO and LUMO is 9.19 eV. Its charge is 0.